Record 1
Formula: C2H6
Source: the OMol25 dataset
Level of theory: the ωB97M-V functional and the def2-TZVPD basis

```
! RIJCOSX wB97M-V def2-TZVPD def2/J DEFGRID3
* xyz 0 1
C 0.23 -0.16 0.79
C 0.34 0.09 -0.65
H 1.14 -0.66 1.13
H 0.10 0.76 1.35
H -0.59 -0.85 1.01
H -2.07 0.43 -1.61
H 0.40 -0.75 -1.33
H 0.55 1.06 -1.04
*
```

* E_LUMO (alpha / beta): 0.61 / -0.18 eV
* frontier orbital gap (alpha / beta): 10.932 / 8.019 eV

From a Löwdin analysis of the wavefunction, the atomic charges in e read: -0.209, -0.099, 0.073, 0.064, 0.064, 0.067, 0.022, 0.018


Record 2
Formula: C32H54Ge2MoO2PS2
Source: the OMol25 dataset
Level of theory: the ωB97M-V functional and the def2-TZVPD basis

```
! RIJCOSX wB97M-V def2-TZVPD def2/J DEFGRID3
* xyz 3 3
Mo -2.26 -1.09 -1.11
C -6.93 -1.47 -2.75
C -6.05 -0.80 -1.67
C -6.76 -0.86 -0.32
C -4.72 -1.51 -1.69
C -4.29 -2.36 -0.65
C -3.22 -3.25 -0.82
C -2.51 -3.32 -2.04
C -1.44 -4.34 -2.25
C -2.84 -2.37 -3.03
C -3.91 -1.47 -2.85
H -7.91 -0.98 -2.76
H -7.09 -2.52 -2.52
H -6.51 -1.38 -3.75
H -5.88 0.24 -1.98
H -7.16 -1.86 -0.14
H -7.61 -0.18 -0.33
H -6.13 -0.58 0.52
H -4.85 -2.39 0.28
H -2.98 -3.94 -0.01
H -0.60 -4.19 -1.57
H -1.07 -4.32 -3.27
H -1.85 -5.33 -2.05
H -2.30 -2.36 -3.96
H -4.18 -0.80 -3.66
C -4.38 1.15 1.74
C -4.58 1.73 0.34
Ge -3.00 1.51 -0.80
C -3.22 2.01 -2.69
C -2.02 1.65 -3.57
C -1.79 2.84 -0.07
C -0.61 2.93 0.55
Ge 0.56 1.45 1.02
C 0.37 0.48 2.70
C 0.83 1.25 3.95
C 2.32 1.56 0.20
C 2.28 2.22 -1.18
C 0.01 4.23 0.94
C 0.95 4.26 1.97
C 1.53 5.45 2.38
C 1.18 6.63 1.74
C 0.27 6.61 0.69
C -0.31 5.42 0.29
H -5.29 1.26 2.34
H -3.58 1.66 2.27
H -4.14 0.09 1.72
H -4.71 2.82 0.39
H -5.47 1.34 -0.14
H -3.36 3.09 -2.68
H -4.14 1.58 -3.08
H -1.12 2.18 -3.25
H -2.20 1.90 -4.61
H -1.78 0.58 -3.54
H -2.31 3.79 -0.20
H 0.95 -0.44 2.59
H -0.67 0.19 2.80
H 1.85 1.61 3.86
H 0.78 0.59 4.82
H 0.18 2.10 4.15
H 2.74 0.55 0.15
H 2.95 2.13 0.88
H 1.66 1.65 -1.88
H 3.28 2.29 -1.60
H 1.88 3.23 -1.12
H 1.22 3.36 2.51
H 2.24 5.46 3.19
H 1.63 7.57 2.05
H 0.01 7.53 0.18
H -0.99 5.43 -0.55
C 6.22 -2.54 -1.85
C 5.26 -3.31 -0.99
C 5.67 -4.72 -0.68
O 5.23 -2.55 0.35
P 4.05 -2.36 1.29
S 2.27 -2.83 0.99
S -0.40 -0.29 -0.44
O 4.51 -1.66 2.56
C 5.89 -1.57 3.28
C 6.37 -2.98 3.52
C 6.79 -0.68 2.48
H 6.27 -3.03 -2.82
H 7.22 -2.54 -1.42
H 5.89 -1.51 -2.00
H 4.24 -3.25 -1.36
H 6.70 -4.76 -0.32
H 5.61 -5.31 -1.59
H 5.01 -5.19 0.06
H 5.55 -1.10 4.20
H 6.53 -3.51 2.58
H 5.69 -3.54 4.16
H 7.33 -2.92 4.02
H 7.11 -1.14 1.55
H 7.69 -0.50 3.09
H 6.33 0.29 2.29
*
```

* E_LUMO (alpha / beta): -9.46 / -9.78 eV
* frontier orbital gap (alpha / beta): 5.629 / 5.311 eV

From a Löwdin analysis of the wavefunction, the atomic charges in e read: 0.952, -0.023, -0.369, -0.056, -0.236, -0.064, -0.086, -0.321, -0.001, -0.087, -0.091, 0.104, 0.102, 0.087, 0.129, 0.103, 0.108, 0.058, 0.134, 0.149, 0.091, 0.099, 0.113, 0.148, 0.142, -0.167, -0.356, 0.850, -0.365, -0.173, -0.231, -0.332, 0.828, -0.354, -0.151, -0.354, -0.146, -0.263, -0.069, -0.047, -0.045, -0.042, -0.024, 0.087, 0.069, 0.047, 0.084, 0.032, 0.081, 0.051, 0.072, 0.086, 0.027, 0.077, 0.034, 0.066, 0.072, 0.085, 0.079, 0.040, 0.078, 0.057, 0.083, 0.074, 0.066, 0.117, 0.120, 0.120, 0.114, -0.023, -0.367, -0.025, -0.243, 0.338, 0.477, 0.315, -0.234, -0.316, -0.026, -0.028, 0.109, 0.102, 0.092, 0.123, 0.103, 0.109, 0.089, 0.152, 0.084, 0.101, 0.115, 0.085, 0.113, 0.095


Record 3
Formula: C26H21AsF6N4PtS
Source: the OMol25 dataset
Level of theory: the ωB97M-V functional and the def2-TZVPD basis

```
! RIJCOSX wB97M-V def2-TZVPD def2/J DEFGRID3
* xyz 3 2
Pt 0.57 -0.28 -0.35
C 3.47 0.74 -3.16
C 4.13 0.50 -1.88
C 5.54 0.60 -1.84
C 6.19 0.52 -0.65
C 5.45 0.26 0.52
C 6.07 0.15 1.76
C 5.37 -0.21 2.96
C 4.06 -0.46 2.89
C 3.34 -0.33 1.62
S 1.75 -0.69 1.68
C 4.05 0.07 0.40
N 3.40 0.22 -0.75
H 4.17 1.10 -3.91
H 2.65 1.44 -3.05
H 3.04 -0.19 -3.53
H 6.07 0.80 -2.76
H 7.27 0.64 -0.60
H 7.14 0.34 1.81
H 5.89 -0.27 3.90
H 3.50 -0.75 3.78
N -0.06 1.89 -0.18
C -1.46 2.04 -0.59
C -2.08 3.25 -0.68
C -3.41 3.34 -1.12
C -4.08 2.21 -1.50
C -3.45 0.95 -1.44
C -4.03 -0.25 -1.92
C -3.33 -1.42 -1.88
C -2.03 -1.42 -1.36
N -1.49 -0.32 -0.91
C -2.13 0.89 -0.95
H 0.07 2.22 0.76
H 0.53 2.44 -0.79
H -1.53 4.15 -0.41
H -3.89 4.31 -1.18
H -5.09 2.27 -1.87
H -5.02 -0.21 -2.36
H -3.74 -2.35 -2.27
H -1.44 -2.34 -1.33
N -0.91 -0.95 1.48
C -1.65 -1.27 2.31
C -2.57 -1.64 3.33
C -3.94 -1.55 3.07
C -4.83 -1.84 4.08
C -4.37 -2.18 5.34
C -3.00 -2.30 5.59
C -2.10 -2.01 4.59
H -4.30 -1.25 2.09
H -5.89 -1.82 3.88
H -5.07 -2.40 6.14
H -2.64 -2.62 6.55
H -1.03 -2.05 4.79
F 0.30 -0.49 -2.50
As -0.52 -0.27 -4.52
F 0.39 1.16 -4.47
F -1.72 0.60 -3.66
F -1.19 -0.12 -6.04
F -1.30 -1.70 -4.03
F 0.87 -1.15 -4.89
*
```

* E_LUMO (alpha / beta): -12.75 / -12.88 eV
* frontier orbital gap (alpha / beta): 4.038 / 3.910 eV

From a Löwdin analysis of the wavefunction, the atomic charges in e read: 1.188, 0.010, -0.205, 0.054, 0.086, -0.126, 0.165, 0.030, -0.036, -0.511, 0.953, -0.213, 0.144, 0.110, 0.093, 0.108, 0.148, 0.156, 0.161, 0.150, 0.134, 0.067, -0.221, 0.039, 0.000, 0.038, -0.126, 0.069, 0.010, -0.091, -0.034, -0.188, 0.121, 0.125, 0.141, 0.136, 0.145, 0.152, 0.142, 0.149, 0.014, -0.081, -0.217, -0.017, -0.036, -0.008, -0.035, -0.016, 0.119, 0.125, 0.129, 0.126, 0.122, -0.455, 0.836, -0.203, -0.188, -0.129, -0.186, -0.178


Record 4
Formula: C3H2BrI
Source: the OMol25 dataset
Level of theory: the ωB97M-V functional and the def2-TZVPD basis

```
! RIJCOSX wB97M-V def2-TZVPD def2/J DEFGRID3
* xyz 0 1
C -0.12 -0.14 0.78
C -0.42 0.52 -0.33
C -1.25 0.77 0.87
Br -2.96 -0.16 1.32
I -1.12 2.74 1.76
H 0.49 -0.99 0.98
H -0.47 0.92 -1.28
*
```

* E_LUMO: -0.02 eV
* frontier orbital gap: 9.364 eV

From a Löwdin analysis of the wavefunction, the atomic charges in e read: -0.116, -0.067, -1.249, 0.532, 0.704, 0.106, 0.090


Record 5
Formula: C34H40N5O2PRuS4
Source: the OMol25 dataset
Level of theory: the ωB97M-V functional and the def2-TZVPD basis

```
! RIJCOSX wB97M-V def2-TZVPD def2/J DEFGRID3
* xyz 1 6
Ru 0.76 -0.04 1.47
N 2.93 -2.26 0.32
P 1.96 -1.05 -0.48
C 3.30 0.13 -0.89
C 3.27 1.44 -0.41
C 4.33 2.30 -0.63
C 5.44 1.86 -1.34
C 5.48 0.56 -1.83
C 4.42 -0.30 -1.61
C 1.71 -2.00 -2.02
C 1.89 -1.39 -3.26
C 1.75 -2.14 -4.42
C 1.41 -3.49 -4.34
C 1.19 -4.08 -3.11
C 1.33 -3.34 -1.95
C 3.45 -1.96 1.55
C 4.35 -2.81 2.21
C 4.90 -2.39 3.40
C 4.53 -1.16 3.93
C 3.59 -0.41 3.26
N 3.06 -0.80 2.09
H 3.21 -3.12 -0.11
H 2.40 1.78 0.13
H 4.30 3.31 -0.24
H 6.27 2.53 -1.51
H 6.34 0.22 -2.38
H 4.46 -1.32 -1.98
H 2.13 -0.34 -3.31
H 1.91 -1.67 -5.38
H 1.31 -4.07 -5.25
H 0.90 -5.12 -3.06
H 1.13 -3.79 -0.98
H 4.62 -3.76 1.77
H 5.63 -3.02 3.90
H 4.96 -0.80 4.86
H 3.25 0.54 3.65
N -1.99 -3.23 2.56
C -1.46 -2.01 2.43
O -1.21 -1.53 1.31
C -1.12 -1.25 3.68
C 0.35 -0.86 3.60
H -2.21 -3.77 1.74
H -2.21 -3.61 3.46
H -1.37 -1.82 4.57
H -1.74 -0.34 3.68
H 1.00 -1.73 3.75
H 0.60 -0.07 4.30
C -0.18 2.87 -3.60
C -1.39 2.88 -2.65
C -1.02 2.65 -1.19
S -0.70 0.92 -0.73
O 0.46 0.53 -1.59
C -2.17 0.05 -1.41
C -1.91 -0.65 -2.75
C -2.19 -2.15 -2.67
H -0.51 3.03 -4.63
H 0.34 1.92 -3.55
H 0.52 3.66 -3.34
H -2.11 2.13 -2.98
H -1.89 3.85 -2.71
H -1.81 2.97 -0.51
H -0.09 3.16 -0.92
H -2.97 0.79 -1.46
H -2.40 -0.67 -0.63
H -0.87 -0.50 -3.03
H -2.52 -0.20 -3.53
H -1.51 -2.62 -1.96
H -2.05 -2.61 -3.64
H -3.21 -2.35 -2.34
S -4.17 2.34 5.20
C -2.99 2.38 4.05
S -1.28 2.44 4.41
C -0.93 2.31 2.68
N -1.99 2.24 1.95
N -3.13 2.30 2.69
C -4.36 2.33 1.96
C -5.34 3.26 2.24
C -6.48 3.30 1.45
C -6.63 2.42 0.39
C -5.65 1.48 0.13
C -4.51 1.43 0.91
S 0.68 2.36 2.08
H -5.23 3.96 3.06
H -7.25 4.04 1.66
H -7.52 2.47 -0.23
H -5.78 0.78 -0.69
H -3.74 0.69 0.74
*
```

* E_LUMO (alpha / beta): -1.86 / -4.21 eV
* frontier orbital gap (alpha / beta): 8.120 / 5.872 eV

From a Löwdin analysis of the wavefunction, the atomic charges in e read: 1.053, -0.102, 0.981, -0.346, -0.114, -0.061, -0.067, -0.065, -0.086, -0.343, -0.095, -0.053, -0.066, -0.075, -0.109, -0.387, -0.003, -0.047, -0.056, -0.140, 0.007, 0.106, 0.017, 0.111, 0.110, 0.110, 0.111, 0.109, 0.113, 0.111, 0.110, 0.105, 0.116, 0.117, 0.110, 0.111, 0.213, -0.529, -0.091, -0.192, -0.202, 0.126, 0.120, 0.120, 0.093, 0.050, 0.030, -0.090, -0.259, -0.315, 0.849, -0.626, -0.305, -0.265, -0.089, 0.078, 0.053, 0.081, 0.090, 0.117, 0.077, 0.087, 0.079, 0.057, 0.082, 0.113, 0.063, 0.078, 0.078, 0.628, -1.112, 0.984, -1.107, 0.012, -0.147, -0.214, -0.031, -0.060, -0.076, -0.076, -0.029, 0.547, 0.099, 0.112, 0.108, 0.106, 0.089


Record 6
Formula: CH5NO
Source: the OMol25 dataset
Level of theory: the ωB97M-V functional and the def2-TZVPD basis

```
! RIJCOSX wB97M-V def2-TZVPD def2/J DEFGRID3
* xyz 0 1
C -1.16 0.19 0.02
H -1.00 1.53 -0.13
H -1.90 -0.26 -0.88
H -1.82 -0.06 1.07
H 1.74 0.24 -0.78
H 1.65 -0.14 0.91
N 1.16 0.27 0.02
O 0.02 -0.54 -0.06
*
```

* E_LUMO: 1.08 eV
* frontier orbital gap: 10.847 eV

From a Löwdin analysis of the wavefunction, the atomic charges in e read: -0.218, 0.156, 0.102, 0.105, 0.056, 0.128, -0.013, -0.316


| no. | DFT total energy (Eh) |
| --- | --- |
| 1 | -79.6268 |
| 2 | -6761.0547 |
| 3 | -4573.8246 |
| 4 | -2987.1092 |
| 5 | -3772.6014 |
| 6 | -170.9516 |